31
Properties=species:S:1:pos:R:3:forces:R:3 method="wB97M-V/def2-TZVPD" multiplicity=1 lumo_ha=-0.0686 fmax_ev_per_a=5.11
C -2.634 0.703 2.341 -0.6 -0.2 -0.3
C -2.672 0.253 0.818 -0.2 -0.1 -0.1
C -3.667 -0.971 0.695 0.1 0.0 0.0
C -1.215 -0.048 0.217 -1.5 0.3 2.1
N -1.412 -0.985 -0.933 4.4 2.1 -1.4
C -0.201 -1.446 -1.504 -0.1 -0.4 1.1
N 0.994 -1.712 -0.803 -3.3 -0.9 0.2
N -0.211 -1.696 -2.839 -0.4 -0.3 0.1
H -2.946 1.780 2.420 0.6 -1.0 0.1
H -3.424 0.102 2.887 1.0 0.7 -0.5
H -1.647 0.505 2.841 -0.9 0.4 -0.5
H -3.088 1.099 0.204 0.3 -0.7 0.6
H -3.240 -1.850 1.268 -0.6 0.9 -0.6
H -3.872 -1.307 -0.358 0.3 0.4 0.9
H -4.671 -0.677 1.127 1.2 -0.4 -0.3
H -0.761 0.930 -0.094 -0.1 -1.1 0.2
H -0.596 -0.499 1.050 -0.6 0.3 -1.2
H -1.839 -0.406 -1.676 -0.5 -0.9 0.3
H 0.948 -1.459 0.192 0.2 0.3 -0.4
H 1.136 -2.736 -0.817 0.9 0.6 -0.5
H -0.433 -0.931 -3.471 -0.3 -0.6 0.1
H 0.011 -2.624 -3.201 0.5 0.8 0.0
N 4.114 1.241 -0.903 -0.3 -0.5 0.6
S 3.933 2.738 -0.436 0.0 3.9 0.0
O 4.917 3.258 0.478 -0.6 -1.1 -0.3
O 2.581 3.213 -0.267 0.5 -1.1 0.0
F 4.352 3.472 -1.790 0.0 -0.8 -0.1
S 3.839 0.222 0.258 0.5 -2.2 1.4
O 4.298 -1.116 -0.030 -0.5 1.0 -0.8
O 2.555 0.287 0.926 0.1 0.4 -0.7
F 4.851 0.659 1.400 -0.2 0.2 -0.2

104
Properties=species:S:1:pos:R:3:forces:R:3 method="wB97M-V/def2-TZVPD" multiplicity=1 lumo_ha=-0.1540 fmax_ev_per_a=6.34
C -5.278 9.817 -3.341 0.7 0.3 0.1
C -3.982 9.147 -2.851 -0.6 0.0 0.1
C -3.954 8.887 -1.336 0.2 -0.7 -0.7
C -3.646 7.397 -1.093 -0.4 0.8 0.8
C -3.630 7.087 0.404 0.5 0.0 0.2
C -2.365 6.338 0.809 -0.9 -0.4 -0.6
C -2.487 4.850 0.436 0.8 0.3 0.1
C -2.157 3.926 1.606 -0.1 -0.3 -0.4
C -1.700 2.569 1.079 0.2 -0.1 -0.3
C -0.163 2.424 0.955 -0.7 0.2 0.4
C 0.316 1.152 1.642 0.4 0.4 -1.1
C 1.701 0.686 1.166 -0.1 -0.4 1.0
C 1.769 -0.852 1.217 0.3 0.2 -0.8
C 2.471 -1.490 -0.022 -0.1 0.3 1.5
C 3.877 -1.929 0.369 0.3 0.4 -0.4
N 4.393 -3.033 -0.472 -0.5 -0.2 0.4
C 3.610 -4.217 -0.291 0.1 -2.5 -0.5
C 3.984 -5.139 -1.553 1.6 2.4 -0.6
O 3.845 -4.593 -2.651 0.6 -2.0 1.3
O 4.391 -6.536 -1.432 0.6 2.5 -1.1
C 4.800 -6.927 -2.785 -0.4 -1.1 -1.6
C 3.740 -7.643 -3.805 0.2 -0.1 1.7
O 5.891 -6.764 -3.177 0.2 0.2 0.6
C 5.763 -3.350 -0.120 1.1 -0.2 0.6
O 6.105 -3.823 0.938 -0.6 0.5 -0.6
O 6.619 -3.075 -1.092 -0.4 -0.3 0.3
H -5.837 10.204 -2.488 -0.2 0.1 -0.1
H -4.992 10.695 -4.015 -0.4 -0.2 -0.1
H -5.911 9.143 -3.918 -0.1 0.0 0.0
H -3.123 9.754 -3.141 0.1 -0.1 -0.1
H -3.911 8.162 -3.344 0.2 1.4 0.7
H -4.927 9.118 -0.905 0.0 0.0 0.2
H -3.183 9.461 -0.821 -0.1 0.2 0.1
H -2.664 7.198 -1.536 0.0 -0.2 -0.2
H -4.450 6.842 -1.602 0.1 -0.3 -0.1
H -3.632 8.001 1.002 -0.3 0.3 -0.3
H -4.508 6.496 0.687 -0.1 0.0 0.2
H -2.213 6.455 1.880 0.2 0.0 0.1
H -1.528 6.752 0.239 0.2 0.2 0.4
H -1.755 4.653 -0.361 0.0 -0.2 -0.1
H -3.481 4.601 0.058 -0.1 0.0 0.1
H -3.052 3.831 2.220 0.0 0.1 0.1
H -1.349 4.377 2.185 -0.1 0.0 0.2
H -2.122 2.459 0.078 -0.3 -0.3 0.1
H -2.091 1.734 1.665 -0.1 0.1 0.2
H 0.101 2.376 -0.098 0.2 0.0 -0.1
H 0.294 3.313 1.394 0.3 0.0 -0.1
H -0.400 0.391 1.327 -0.1 -0.2 0.3
H 0.310 1.280 2.724 -0.2 -0.2 0.1
H 1.963 1.077 0.184 -0.3 -0.1 -0.2
H 2.457 1.071 1.855 0.1 0.2 -0.1
H 0.760 -1.258 1.262 -0.1 0.1 0.1
H 2.279 -1.142 2.137 0.0 -0.2 0.1
H 2.500 -0.730 -0.795 0.0 -0.3 -0.4
H 1.835 -2.320 -0.321 0.1 0.0 -0.4
H 3.965 -2.174 1.434 -0.2 -0.3 0.0
H 4.551 -1.085 0.219 0.1 0.0 0.0
H 3.834 -4.790 0.620 0.1 0.2 0.1
H 2.502 -4.043 -0.317 1.0 0.1 -0.3
H 4.199 -7.713 -4.804 0.2 0.0 0.5
H 3.557 -8.680 -3.419 0.0 0.8 -0.4
H 2.731 -7.100 -3.866 2.1 -2.6 0.0
H 6.160 -3.236 -1.937 0.4 0.6 -0.2
Na 2.736 -5.920 -5.044 0.0 2.3 -2.2
O -5.678 4.964 1.140 0.3 -0.2 -0.2
H -6.551 4.993 1.541 -0.1 0.0 0.0
Cs 1.898 -6.493 -1.964 -5.9 -0.9 2.2
C -2.063 0.073 -2.837 -0.2 -0.2 0.3
N -1.007 -0.692 -2.129 0.0 0.2 -0.2
O 0.157 -0.358 -2.281 -0.1 -0.2 0.2
O -1.363 -1.629 -1.428 0.2 0.0 0.0
H -1.588 0.855 -3.415 0.1 0.0 0.1
H -2.572 -0.640 -3.482 0.0 0.0 0.1
H -2.785 0.513 -2.092 0.3 0.1 -0.4
Cl -3.825 6.706 -4.679 0.0 -3.5 0.1
Mg -3.864 4.624 -3.390 -0.1 1.4 0.3
F -3.735 1.811 -1.681 0.0 1.2 -0.9
C 8.426 -4.536 -3.024 0.3 -0.5 0.8
O 9.308 -4.556 -4.002 -0.3 0.1 -0.1
H 8.605 -3.795 -2.209 0.1 0.3 -0.3
H 7.344 -4.315 -3.318 -0.3 0.2 -0.3
H 8.311 -5.489 -2.436 0.0 -0.1 -0.2
F -4.725 11.801 -5.102 0.1 0.1 -0.1
C -1.027 -3.337 4.717 -0.1 -0.1 0.3
N -1.423 -4.707 4.230 0.1 0.2 0.0
C -2.916 -4.805 4.298 0.1 -0.1 -0.1
C -0.825 -5.740 5.124 0.0 0.0 -0.1
C -1.019 -4.925 2.787 0.0 0.1 0.0
C 0.465 -4.907 2.495 0.5 0.3 0.2
O 1.010 -3.646 2.836 0.0 -0.2 0.0
H -1.570 -3.144 5.641 -0.1 0.0 0.0
H 0.035 -3.319 4.921 0.0 0.1 -0.2
H -1.298 -2.603 3.964 0.1 0.0 0.0
H -3.225 -4.664 5.330 0.0 0.0 0.0
H -3.217 -5.789 3.947 0.0 0.0 0.0
H -3.343 -4.030 3.666 0.0 0.0 0.0
H 0.255 -5.628 5.127 0.0 0.0 0.0
H -1.105 -6.725 4.758 0.0 0.0 0.0
H -1.209 -5.588 6.129 0.0 0.0 0.0
H -1.519 -4.140 2.219 0.0 0.0 0.0
H -1.428 -5.892 2.495 0.0 0.0 0.0
H 0.600 -5.070 1.417 -0.3 -0.2 0.1
H 1.000 -5.700 3.029 -0.1 -0.2 -0.1
H 1.950 -3.641 2.613 -0.1 0.2 0.0

98
Properties=species:S:1:pos:R:3:forces:R:3 method="wB97M-V/def2-TZVPD" smiles="CCOC(=O)OC.CCOC(=O)OC.CCOC(=O)OC.CCOC(=O)OC.CCOC(=O)OC.CCOC(=O)OC.[PH4]N=C=S" multiplicity=1 lumo_ha=0.0026 fmax_ev_per_a=0.62
P -6.480 -8.822 5.467 -0.2 -0.2 0.1
N -4.527 -8.622 5.613 -0.2 0.2 -0.3
C -3.944 -7.905 4.861 0.1 -0.4 0.5
S -3.168 -6.959 3.864 0.2 0.3 -0.3
H -6.313 -8.773 4.086 0.1 0.0 -0.1
H -6.558 -7.669 6.239 0.0 0.1 0.0
H -6.319 -10.028 6.131 0.1 -0.1 0.0
H -7.908 -8.958 5.363 0.0 0.0 0.0
C -1.654 -4.870 1.243 -0.1 0.1 -0.1
C -2.108 -6.098 0.487 0.2 -0.1 0.2
O -3.157 -5.784 -0.452 0.0 0.0 0.0
C -2.754 -5.246 -1.596 0.0 0.0 0.0
O -1.613 -5.024 -1.917 0.0 0.1 0.0
O -3.828 -4.994 -2.342 -0.1 0.0 0.0
C -3.556 -4.365 -3.600 0.0 0.0 0.0
H -2.504 -4.378 1.719 0.0 0.0 0.0
H -0.938 -5.152 2.016 0.0 0.0 0.0
H -1.174 -4.159 0.572 0.0 0.0 0.0
H -2.549 -6.826 1.164 -0.1 0.0 -0.1
H -1.280 -6.573 -0.038 0.0 0.1 -0.1
H -2.811 -4.929 -4.157 0.0 0.0 0.0
H -3.208 -3.345 -3.445 0.0 0.0 0.0
H -4.504 -4.357 -4.129 0.0 0.0 0.0
C 2.665 -9.902 -4.002 0.0 0.1 0.0
C 1.572 -9.570 -3.012 -0.1 -0.1 0.0
O 1.797 -8.300 -2.377 0.1 0.0 0.0
C 1.444 -7.234 -3.098 -0.3 0.0 0.1
O 0.925 -7.258 -4.185 0.1 0.0 -0.1
O 1.718 -6.145 -2.388 0.1 0.0 0.0
C 1.358 -4.914 -3.028 0.0 0.1 0.0
H 3.642 -9.857 -3.519 0.0 0.0 0.0
H 2.517 -10.909 -4.393 0.0 0.0 0.0
H 2.655 -9.203 -4.837 0.0 0.0 0.0
H 1.556 -10.282 -2.189 0.0 0.0 0.0
H 0.592 -9.563 -3.488 0.0 0.0 0.0
H 0.317 -4.937 -3.338 0.0 0.0 0.0
H 2.006 -4.730 -3.883 0.0 0.0 0.0
H 1.507 -4.143 -2.278 0.0 0.0 0.0
C 4.113 1.764 -1.423 -0.1 -0.1 -0.1
C 3.266 1.702 -0.172 0.1 0.1 0.1
O 1.913 1.301 -0.465 0.0 0.0 -0.1
C 1.732 -0.005 -0.637 -0.1 0.0 0.3
O 2.571 -0.862 -0.527 0.0 0.0 -0.1
O 0.444 -0.216 -0.908 0.0 0.0 0.0
C 0.101 -1.590 -1.104 -0.1 -0.1 0.0
H 3.646 2.412 -2.165 0.0 0.0 0.0
H 5.097 2.164 -1.180 0.0 0.0 0.0
H 4.239 0.772 -1.855 0.0 0.0 0.0
H 3.166 2.686 0.281 0.0 0.0 0.0
H 3.690 1.021 0.565 0.0 0.0 0.0
H 0.426 -2.197 -0.261 0.0 0.0 0.0
H 0.553 -1.966 -2.021 0.0 0.0 0.0
H -0.981 -1.617 -1.188 0.0 0.0 0.0
C -7.361 -5.097 -1.537 -0.1 0.0 -0.2
C -6.991 -3.706 -1.076 0.1 -0.2 0.2
O -7.058 -2.755 -2.155 0.0 0.0 -0.1
C -8.276 -2.308 -2.447 0.0 0.2 0.2
O -9.295 -2.584 -1.869 0.0 -0.1 -0.1
O -8.172 -1.455 -3.467 0.0 -0.1 -0.1
C -9.413 -0.880 -3.886 0.0 0.0 0.0
H -6.738 -5.386 -2.384 0.0 0.0 0.1
H -7.195 -5.810 -0.729 0.0 0.0 0.0
H -8.407 -5.150 -1.837 0.0 0.0 0.0
H -5.954 -3.678 -0.748 0.0 0.0 -0.1
H -7.627 -3.373 -0.258 0.0 0.0 -0.1
H -9.930 -0.425 -3.044 0.0 0.0 0.0
H -10.051 -1.640 -4.334 0.0 0.0 0.0
H -9.150 -0.128 -4.623 0.0 0.0 0.0
C 4.625 7.512 -0.183 -0.1 0.0 0.1
C 5.391 7.769 1.096 0.1 0.0 -0.2
O 4.529 7.713 2.247 0.0 0.0 0.0
C 4.226 6.490 2.677 0.0 0.0 0.0
O 4.628 5.453 2.215 0.0 0.0 0.0
O 3.405 6.608 3.719 0.0 0.0 0.0
C 2.978 5.363 4.283 0.0 0.0 0.0
H 3.785 8.203 -0.266 0.0 0.0 0.0
H 5.280 7.657 -1.042 0.0 0.0 0.0
H 4.242 6.493 -0.207 0.0 0.0 0.0
H 5.798 8.778 1.107 0.0 0.0 0.1
H 6.210 7.062 1.221 0.0 0.0 0.0
H 3.834 4.739 4.527 0.0 0.0 0.0
H 2.330 4.835 3.586 0.0 0.0 0.0
H 2.429 5.626 5.182 0.0 0.0 0.0
C 4.706 11.005 2.606 0.1 0.1 -0.1
C 4.226 12.141 3.478 -0.2 -0.1 0.0
O 5.271 13.097 3.737 0.1 0.0 0.0
C 5.501 13.967 2.758 -0.2 0.2 0.1
O 4.897 14.048 1.719 0.1 -0.1 -0.1
O 6.489 14.775 3.141 0.1 0.0 0.0
C 6.840 15.778 2.183 0.0 0.0 0.0
H 5.587 10.535 3.044 0.0 0.0 0.0
H 3.926 10.250 2.509 0.0 0.0 0.0
H 4.966 11.369 1.611 0.0 0.0 0.0
H 3.938 11.784 4.465 0.0 0.0 0.0
H 3.375 12.654 3.032 0.0 0.0 0.0
H 5.963 16.346 1.882 0.0 0.0 0.0
H 7.294 15.321 1.305 0.0 0.0 0.0
H 7.557 16.420 2.686 0.0 0.0 0.0

21
Properties=species:S:1:pos:R:3:forces:R:3 method="wB97M-V/def2-TZVPD" smiles=Cc1c[nH]cn1.CCS multiplicity=1 lumo_ha=0.0287 fmax_ev_per_a=2.30
C -0.862 1.911 -1.189 0.5 -1.7 -0.4
C -1.189 3.371 -1.225 0.0 0.7 -0.3
S -0.430 1.461 -2.958 0.1 -0.5 0.8
H -0.103 1.582 -0.480 0.6 0.5 -0.4
H -1.658 1.228 -0.864 -0.4 0.6 -0.4
H -0.919 3.919 -0.324 -0.7 -0.3 0.5
H -0.194 0.121 -2.837 -0.2 0.6 0.2
H -2.225 3.464 -1.559 0.0 0.5 0.4
H -0.592 3.946 -1.937 0.1 -0.5 -0.4
C 2.164 -1.436 -0.018 0.8 -0.4 0.1
C -1.108 -1.556 1.359 1.5 1.7 -0.6
C 1.013 -1.549 0.903 -1.4 0.5 -0.6
C 0.860 -2.282 2.035 0.7 0.0 0.1
N -0.226 -1.014 0.541 0.4 -1.3 -0.3
N -0.473 -2.288 2.317 -1.8 0.1 0.2
H -2.116 -1.186 1.250 -0.3 -0.8 0.8
H -0.979 -2.647 3.112 0.5 -0.2 0.0
H 1.622 -2.717 2.656 -0.2 -0.3 0.1
H 2.213 -2.286 -0.718 -0.2 0.2 0.2
H 3.090 -1.497 0.570 0.0 0.3 -0.3
H 2.111 -0.545 -0.638 0.1 0.2 0.2